The following is a quantum chemistry calculation of one molecule with the formula C5H8O, from the Open Molecules 2025 dataset.

Results
E_tot, hartree: -270.514394
Gap between HOMO and LUMO, eV: 10.8
SMILES: C[C@H]1C[C@H]1C=O
Energy above the lowest of the compared OMol25 structures with the same formula, charge and spin, eV: 1.184

Each atom is followed by the atoms it is bonded to, with distances in Å.
Atoms and positions in Å:
1 C 1.44129 -0.12846 0.81750  C2 1.513, H7 1.093, H8 1.094, H9 1.097
2 C 0.53969 -0.60745 -0.29960  C1 1.513, C3 1.496, C4 1.518, H10 1.088
3 C -0.87256 -1.08839 -0.19029  C2 1.496, C4 1.512, H11 1.089, H12 1.087
4 C -0.59218 0.24828 -0.83930  C2 1.518, C3 1.512, C5 1.481, H13 1.085
5 C -1.02637 1.44772 -0.08614  C4 1.481, O6 1.209, H14 1.114
6 O -1.28146 2.51592 -0.59130  C5 1.209
7 H 0.92481 0.45604 1.58291  C1 1.093
8 H 1.95581 -0.95770 1.31297  C1 1.094
9 H 2.20930 0.51946 0.37829  C1 1.097
10 H 1.09972 -1.09864 -1.09225  C2 1.088
11 H -1.39248 -1.06741 0.76664  C3 1.089
12 H -1.19437 -1.88555 -0.85548  C3 1.087
13 H -0.67179 0.34654 -1.91663  C4 1.085
14 H -1.13940 1.29965 1.01268  C5 1.114

=====

The following is a quantum chemistry calculation of one molecule with the formula C5H8O at a distorted geometry, from the Open Molecules 2025 dataset.

Results
E_tot, hartree: -270.443526
Gap between HOMO and LUMO, eV: 10.8
SMILES: C#CC(C)(C)O
Energy above the lowest of the compared OMol25 structures with the same formula, charge and spin, eV: 3.112

Each atom is followed by the atoms it is bonded to, with distances in Å.
Atoms and positions in Å:
1 C -0.56236 1.17277 -0.78113  C2 1.512, H7 1.099, H8 1.089, H9 1.090
2 C -0.05772 -0.04275 -0.03749  C1 1.512, C3 1.514, O4 1.429, C5 1.503
3 C 0.08758 -1.32355 -0.83223  C2 1.514, H10 1.096, H11 1.090, H12 1.091
4 O -0.99335 -0.37619 0.98996  C2 1.429, H13 0.968
5 C 1.28117 0.29128 0.55906  C2 1.503, C6 1.207
6 C 1.56907 0.24349 1.73034  C5 1.207, H14 1.057
7 H -0.56084 2.03343 -0.09851  C1 1.099
8 H 0.10823 1.40436 -1.60694  C1 1.089
9 H -1.57608 0.99978 -1.14365  C1 1.090
10 H 0.46854 -2.10852 -0.16821  C3 1.096
11 H 0.79703 -1.17218 -1.64600  C3 1.090
12 H -0.88448 -1.63000 -1.22086  C3 1.091
13 H -1.21531 0.42755 1.48148  O4 0.968
14 H 1.53853 0.08053 2.77417  C6 1.057

=====

The following is a quantum chemistry calculation of one molecule with the formula C5H8O at a distorted geometry, from the Open Molecules 2025 dataset.

Results
E_tot, hartree: -270.477359
Gap between HOMO and LUMO, eV: 9.8
SMILES: O[C@@]12CC[C@@H]1C2
Energy above the lowest of the compared OMol25 structures with the same formula, charge and spin, eV: 2.191

Each atom is followed by the atoms it is bonded to, with distances in Å.
Atoms and positions in Å:
1 O -0.20561 0.01563 2.08963  C2 1.389, H7 0.965
2 C -0.24787 0.00161 0.70171  O1 1.389, C3 1.487, C4 1.514, C6 1.516
3 C -0.56993 -1.25483 -0.02579  C2 1.487, C4 1.500, H8 1.087, H9 1.088
4 C 0.78471 -0.63575 -0.20411  C2 1.514, C3 1.500, C5 1.529, H10 1.077
5 C 0.64146 0.51261 -1.20318  C4 1.529, C6 1.557, H11 1.092, H12 1.097
6 C -0.21128 1.26302 -0.13867  C2 1.516, C5 1.557, H13 1.095, H14 1.092
7 H -0.89672 -0.58014 2.40244  O1 0.965
8 H -0.61111 -2.16163 0.57156  C3 1.087
9 H -1.28168 -1.21138 -0.84809  C3 1.088
10 H 1.67804 -0.90883 0.33178  C4 1.077
11 H 1.56788 0.99914 -1.51582  C5 1.092
12 H 0.08129 0.24615 -2.10814  C5 1.097
13 H 0.43316 1.99175 0.36377  C6 1.095
14 H -1.16235 1.72265 -0.41710  C6 1.092

=====

The following is a quantum chemistry calculation of one molecule with the formula C5H8O, from the Open Molecules 2025 dataset.

Results
E_tot, hartree: -270.351685
Gap between HOMO and LUMO (alpha / beta), eV: 8.1 / 7.1
Energy above the lowest of the compared OMol25 structures with the same formula, charge and spin, eV: 5.611

Each atom is followed by the atoms it is bonded to, with distances in Å.
Atoms and positions in Å:
1 C -2.29314 0.93313 1.17005  C2 1.489, H7 1.099, H8 1.099, H9 1.103
2 C -0.88796 0.44252 1.19136  C1 1.489, C3 1.284
3 C 0.07680 0.37018 0.34678  C2 1.284, C4 1.411, H10 1.171
4 C 1.35946 0.26222 -0.23112  C3 1.411, C5 1.513, H11 1.097
5 C 1.75881 -0.92744 -1.07674  C4 1.513, O6 1.406, H12 1.099, H13 1.112
6 O 0.71381 -1.84649 -1.28008  C5 1.406, H14 0.970
7 H -2.98585 0.16902 1.54905  C1 1.099
8 H -2.37974 1.78757 1.85620  C1 1.099
9 H -2.65360 1.26680 0.18260  C1 1.103
10 H -0.18199 0.53749 -0.78292  C3 1.171
11 H 2.08600 1.07833 -0.13461  C4 1.097
12 H 2.10874 -0.62271 -2.07332  C5 1.099
13 H 2.63308 -1.40024 -0.57796  C5 1.112
14 H 0.24150 -1.93651 -0.43710  O6 0.970